# 1
Molecular formula: C11H35N11O7
Method: DFT, the ωB97M-V functional and the def2-TZVPD basis

Geometry as XYZ:
```
64
Properties=species:S:1:pos:R:3
C -5.5350 -2.7909 -0.1825
O -5.4318 -3.7138 0.8474
C -4.7214 -3.4003 1.9680
C -3.2050 -3.3112 1.7858
N -2.7166 -2.0200 1.3813
C -1.2887 -1.9431 1.0954
C -0.8939 -2.7349 -0.1714
O -1.7236 -2.4389 -1.2417
C -1.1888 -2.7762 -2.4860
H -5.9553 -1.8415 0.1420
H -6.3015 -3.1889 -0.8540
H -4.5135 -2.6165 -0.5769
H -4.8849 -4.1652 2.7007
H -5.1301 -2.4749 2.4160
H -2.8952 -4.0998 1.1006
H -2.6267 -3.5199 2.6263
H -3.2462 -1.6644 0.5978
H -0.7371 -2.2857 1.9597
H -1.0212 -0.9640 0.7647
H -0.8621 -3.8521 -0.1365
H 0.1842 -2.5121 -0.4029
H -1.9033 -2.5356 -3.2939
H -0.8622 -3.8304 -2.5944
H -0.3781 -2.0570 -2.6013
N 3.4087 -1.3492 -1.6220
C 3.3391 -1.9191 -0.4330
N 3.1391 -3.3456 -0.3281
O 3.1922 -1.3400 0.6370
H 3.3612 -1.8932 -2.4604
H 3.1896 -0.3779 -1.8096
H 3.5371 -3.9766 -0.9821
H 3.3861 -3.5931 0.5801
N -2.0222 3.4994 -0.0209
C -2.1023 2.3400 0.6364
N -3.1642 1.4949 0.4644
O -1.2483 1.8680 1.4908
H -2.6259 3.6748 -0.7964
H -1.0620 3.9887 0.0421
H -3.8337 1.6109 -0.2109
H -3.1119 0.6414 0.9834
N 1.6182 3.0953 1.2738
C 1.5062 4.2708 0.6069
N 2.6088 5.0878 0.4934
O 0.4504 4.6786 0.0315
H 0.7502 2.5793 1.3414
H 2.4971 2.7005 1.6099
H 3.5181 4.9049 0.7940
H 2.4218 6.0074 0.1928
N 0.7239 2.6310 -2.3608
C 1.3897 1.6183 -1.7995
N 0.7569 0.7943 -0.8539
O 2.5236 1.3186 -2.2383
H 1.3181 3.2166 -2.9539
H 0.0300 3.2254 -1.9453
H -0.0340 1.1879 -0.3645
H 1.3717 0.3826 -0.1934
N 4.4450 2.6208 -0.4220
C 4.8480 2.5887 0.8667
N 4.5864 1.4736 1.5234
O 5.4097 3.5217 1.4065
H 4.6530 3.4740 -0.8570
H 3.6502 2.0513 -0.6973
H 4.3897 0.5735 1.0845
H 5.0229 1.4111 2.4460
```

Properties
E_HOMO ... -8.617 eV
Spin multiplicity ... 1
Energy relative to the best compared isomer or geometry (same formula, charge and spin) ... 0.000 eV

=====

# 2
Molecular formula: C11H36BClN2O10PS
Method: DFT, the ωB97M-V functional and the def2-TZVPD basis

Geometry as XYZ:
```
63
Properties=species:S:1:pos:R:3
O 1.4548 3.3506 1.3522
P 0.8272 1.8102 1.0259
O 1.4428 0.6133 2.1030
B 1.0425 1.2952 -0.8232
Cl 0.2862 2.6080 -1.9471
C 2.5569 0.8622 -1.2680
C 3.6839 1.9012 -0.8937
S 5.2947 0.9436 -0.7256
C 5.0381 0.1264 0.8798
N 5.4299 0.5947 2.0767
N 4.9785 -0.3535 2.9565
C 4.3438 -1.3239 2.2858
O 4.3664 -1.0632 0.9255
H 0.9843 3.7897 2.0775
H 0.7825 -0.1006 2.1069
H 0.3542 0.3193 -0.9694
H 2.5523 0.7982 -2.4014
H 2.8051 -0.1662 -0.9015
H 3.8059 2.7269 -1.6412
H 3.5432 2.3786 0.1144
H 3.8344 -2.2340 2.6961
C 2.5720 -5.3030 2.9113
O 2.2578 -3.9263 2.7169
H 3.6541 -5.4124 2.9539
H 2.1358 -5.6535 3.8504
H 2.1822 -5.8891 2.0775
H 1.2974 -3.8555 2.6812
C 2.4812 -4.1881 -1.2308
O 3.0496 -4.6704 -0.0187
H 2.6202 -4.9418 -2.0051
H 1.4122 -4.0045 -1.0942
H 2.9792 -3.2641 -1.5337
H 2.9150 -3.9879 0.6521
C -2.8243 0.1282 -2.2946
O -2.2259 -0.3715 -1.1064
H -2.7285 -0.6233 -3.0791
H -3.8829 0.3327 -2.1175
H -2.3143 1.0438 -2.6065
H -2.3203 0.3084 -0.4288
C 3.4153 3.5280 3.8562
O 2.4529 4.3815 4.4788
H 4.2155 4.1421 3.4464
H 3.8310 2.8391 4.5963
H 2.9425 2.9675 3.0515
H 1.7582 3.8152 4.8314
C -5.9518 1.7058 -4.8670
O -5.4964 0.5703 -4.1440
H -6.6700 2.2455 -4.2513
H -5.1092 2.3627 -5.0978
H -6.4379 1.3866 -5.7931
H -4.8640 0.1103 -4.7067
C -7.8141 -1.6066 -4.4206
O -8.0838 -1.1945 -5.7578
H -6.8241 -2.0555 -4.3855
H -7.8406 -0.7410 -3.7566
H -8.5576 -2.3440 -4.1038
H -8.9623 -0.8009 -5.7635
C -1.2417 2.2008 4.1770
O -1.5322 2.6103 2.8494
H -0.2459 1.7572 4.1917
H -1.2631 3.0651 4.8490
H -1.9730 1.4569 4.5077
H -2.4156 2.9991 2.8556
```

Properties
E_HOMO ... -2.979 eV
Total charge ... -1
Spin multiplicity ... 1

=====

# 3
Molecular formula: C11H36ClN10O11
Method: DFT, the ωB97M-V functional and the def2-TZVPD basis

Geometry as XYZ:
```
69
Properties=species:S:1:pos:R:3
Cl -0.9440 -0.1418 1.0658
O -2.0799 -0.3975 0.2675
O 0.2195 -0.6940 0.3514
O -0.7517 1.3008 1.2249
O -1.1294 -0.6414 2.4127
C 0.4802 1.4353 5.3978
O 1.1442 2.1812 6.1634
N 0.6647 0.1410 5.2734
N -0.4455 1.8543 4.5268
H 1.4194 -0.2849 5.7885
H -0.0092 -0.4484 4.8099
H -0.6242 2.8450 4.4807
H -0.7919 1.2052 3.8371
C 0.0454 -2.0029 -3.4846
O -0.5322 -0.9559 -3.7625
N 0.4800 -2.3159 -2.2860
N 0.1936 -2.9894 -4.3612
H 0.9835 -3.1618 -2.0727
H 0.5047 -1.5478 -1.6293
H -0.1928 -2.8817 -5.2859
H 0.4162 -3.9152 -4.0314
C -2.5838 1.7330 -2.9210
O -3.4674 2.3689 -2.3352
N -2.6306 1.4082 -4.1990
N -1.4704 1.2522 -2.3650
H -1.8720 0.9056 -4.6323
H -3.3032 1.9421 -4.7273
H -0.9919 0.5345 -2.8925
H -1.3290 1.3949 -1.3773
C -1.8797 -4.3855 1.0154
O -2.3927 -5.4698 0.7957
N -2.1783 -3.5442 1.9847
N -0.8846 -3.9043 0.2998
H -1.8812 -2.5842 2.0625
H -2.8671 -3.9585 2.5948
H -0.4297 -4.3976 -0.4508
H -0.5744 -2.9706 0.5240
C -3.8627 -2.4343 -2.5019
O -4.6037 -2.9325 -3.3151
N -4.0705 -1.2149 -2.0367
N -2.7967 -3.0690 -2.0682
H -5.0383 -0.9631 -2.1712
H -3.6202 -0.8383 -1.2159
H -2.7533 -4.0281 -2.3756
H -2.1019 -2.6685 -1.4577
C 3.3375 1.6553 1.9835
C 3.7546 0.5973 3.0197
C 3.0906 -0.7029 2.6290
O 5.1527 0.5031 2.9482
H 3.7806 2.6277 2.2051
H 2.2672 1.8644 2.0273
H 3.5380 1.3755 0.9495
H 3.4238 0.8070 4.0383
H 3.1154 -1.4677 3.4063
H 3.5464 -1.0971 1.7199
H 2.0309 -0.5868 2.4012
H 5.4846 1.3759 3.1731
C 1.6936 2.2309 -1.7861
C 1.1398 3.7236 -1.6217
C 1.3791 4.2916 -0.2117
O 1.6873 4.4991 -2.6133
H 2.7779 2.2007 -1.9027
H 1.3334 1.7966 -2.7195
H 1.3836 1.5464 -0.9961
H 0.0666 3.7218 -1.8152
H 2.4242 4.5511 -0.0404
H 1.0996 3.5928 0.5782
H 0.6400 5.0708 -0.0217
H 2.3854 5.0627 -2.2715
```

Properties
E_HOMO ... -6.705 eV
Total charge ... -1
Spin multiplicity ... 1

=====

# 4
Molecular formula: C11H36KN12O11
Method: DFT, the ωB97M-V functional and the def2-TZVPD basis

Geometry as XYZ:
```
71
Properties=species:S:1:pos:R:3
K 4.7866 -18.1818 -2.7643
C 3.9482 -17.1067 -5.9064
O 3.9287 -16.6259 -7.0346
O 4.9661 -17.7512 -5.6123
O 3.2054 -16.7169 -5.0436
C 1.2614 -16.0260 -11.2721
C 1.8724 -15.3239 -10.0278
O 3.1858 -15.9334 -9.7710
H 1.9695 -15.9841 -12.0997
H 0.3469 -15.5617 -11.6412
H 1.0316 -17.0533 -10.9891
H 1.3880 -15.4955 -9.0665
H 1.9349 -14.2455 -10.1740
H 3.3025 -15.8788 -8.8197
C 1.6179 -20.8744 -4.8022
C 3.1718 -21.1228 -5.2063
O 3.9740 -20.2400 -4.5012
H 1.0408 -21.6947 -5.2291
H 1.3185 -19.9192 -5.2337
H 1.3342 -20.9152 -3.7506
H 3.4094 -20.9759 -6.2599
H 3.3843 -22.1864 -5.0979
H 4.0638 -19.4426 -5.0282
C 1.8516 -13.4027 -6.3049
O 1.1611 -12.3892 -6.4399
N 1.6213 -14.2678 -5.3819
N 2.7974 -13.7578 -7.0828
H 0.8849 -14.2436 -4.6910
H 2.3056 -15.0094 -5.3410
H 3.1512 -14.7019 -7.0222
H 3.0010 -13.0610 -7.7850
C 6.2097 -19.3098 -8.5487
O 6.6826 -19.9587 -9.4517
N 6.4168 -18.0367 -8.3329
N 5.2267 -19.7656 -7.7895
H 5.8556 -17.5370 -7.6580
H 7.0269 -17.6167 -9.0195
H 4.7857 -20.6520 -7.9895
H 4.8002 -19.0970 -7.1641
C 8.6536 -17.1459 -4.4197
O 8.6070 -17.7380 -3.3609
N 9.8131 -16.6490 -4.8029
N 7.6977 -16.8196 -5.2701
H 10.6119 -16.8410 -4.2155
H 9.9187 -16.0026 -5.5719
H 7.9401 -16.2940 -6.0978
H 6.7283 -17.0965 -5.2088
C 6.4353 -14.1775 -6.9945
O 7.3529 -13.3834 -7.1158
N 6.2041 -14.9942 -7.9427
N 5.6789 -14.3277 -5.9437
H 6.5747 -14.9257 -8.8798
H 5.5399 -15.7402 -7.7934
H 5.1230 -15.1682 -5.8769
H 5.9768 -13.9003 -5.0784
C 1.0297 -18.3816 -8.1303
O 0.2236 -19.0651 -8.7554
N 0.7995 -17.5816 -7.1712
N 2.3466 -18.5508 -8.1899
H -0.1658 -17.6111 -6.8755
H 1.5516 -17.3020 -6.5576
H 3.0224 -18.0139 -7.6654
H 2.7034 -19.2413 -8.8349
C 1.6180 -16.6187 -2.0713
O 1.2886 -16.7322 -0.8993
N 1.2864 -17.3896 -3.0611
N 2.3427 -15.5849 -2.4253
H 0.6062 -18.1151 -2.8845
H 1.8864 -17.1969 -3.8503
H 2.6607 -14.9503 -1.7067
H 2.5835 -15.3589 -3.3798
```

Properties
E_HOMO (alpha / beta) ... -9.446 / -9.437 eV
Spin multiplicity ... 2

=====

# 5
Molecular formula: C11H36O11
Method: DFT, the ωB97M-V functional and the def2-TZVPD basis

Geometry as XYZ:
```
58
Properties=species:S:1:pos:R:3
O -3.0313 1.5180 0.7675
H -3.8592 1.6094 1.2394
H -2.8293 0.5837 0.8161
O 2.7370 2.8000 1.3456
H 3.0946 3.4431 0.7334
H 3.5058 2.4207 1.7714
C -0.7271 -2.9698 1.0282
C -1.3921 -3.2123 -0.3288
O -2.1845 -2.1899 -0.7402
O 0.1758 -1.8829 0.8999
H -0.2062 -3.9197 1.1486
H -1.3009 -2.7359 1.9249
H -2.0253 -4.0995 -0.3333
H -0.5401 -3.2567 -1.0071
H -2.6384 -2.6097 -1.4746
H -0.1900 -0.9954 0.8874
C 1.9538 0.1169 -1.5926
C 3.0970 -0.4194 -2.5430
O 4.2918 0.2428 -2.4010
O 1.7280 1.5123 -1.7938
H 2.1774 -0.0067 -0.5330
H 0.9674 -0.3281 -1.7230
H 2.6876 -0.4222 -3.5532
H 3.2304 -1.4952 -2.4289
H 4.7725 -0.2464 -1.7293
H 2.4946 2.0774 -1.6732
C 2.0045 0.0482 3.6164
C 2.6303 -0.7508 2.4581
O 2.5087 -2.1672 2.6376
O 0.5581 0.2250 3.5400
H 2.4546 1.0319 3.4824
H 2.4145 -0.3244 4.5551
H 3.6424 -0.4074 2.2442
H 2.2877 -0.5132 1.4510
H 1.5803 -2.4057 2.6908
H 0.4234 0.8073 4.2912
C -4.0957 0.1322 -2.8271
C -3.0607 0.5738 -1.7648
O -2.9520 2.0469 -1.6119
O -4.2938 -1.2640 -2.8390
H -3.7058 0.3880 -3.8123
H -5.0917 0.5594 -2.7102
H -2.1085 0.0813 -1.9618
H -3.3577 -0.0191 -0.8997
H -2.6202 2.2615 -0.7370
H -4.7304 -1.5147 -3.6563
C 0.7466 1.5968 1.3343
C -0.3318 0.9352 0.5289
C -0.8269 1.7297 -0.7156
O 0.1583 -0.2377 0.0407
H 1.1437 0.9365 2.1053
H 0.3044 2.4767 1.8016
H 1.6425 1.8327 0.7600
H -1.1456 0.5696 1.1551
H -1.5126 1.0925 -1.2741
H -0.1410 1.9556 -1.5320
H -1.3631 2.6623 -0.5400
H 0.8482 0.1269 -0.5186
```

Properties
E_HOMO ... -8.367 eV
Spin multiplicity ... 1
Energy relative to the best compared isomer or geometry (same formula, charge and spin) ... 9.818 eV

=====

# 6
Molecular formula: C11H39Cl3N2O15
Method: DFT, the ωB97M-V functional and the def2-TZVPD basis

Geometry as XYZ:
```
70
Properties=species:S:1:pos:R:3
C 5.2134 1.0064 0.6537
C 3.8149 1.5654 0.4610
Cl 3.8605 2.5385 -1.0554
C 2.7993 0.4038 0.3488
Cl 3.0239 -0.4362 -1.2382
C 1.3472 0.8251 0.4393
C 0.9493 2.1816 0.3842
C -0.3632 2.5264 0.4891
C -1.3682 1.5515 0.6288
N -2.6778 1.9445 0.7183
C -3.5404 0.9751 0.8238
C -3.1594 -0.3840 0.8664
N -1.9310 -0.7950 0.7989
C -1.0034 0.1971 0.6797
C 0.3681 -0.1325 0.5991
Cl 0.7044 -1.8310 0.7505
H 5.5136 0.4115 -0.2019
H 5.2103 0.3607 1.5279
H 5.9363 1.8053 0.7652
H 3.5556 2.2309 1.2758
H 2.9881 -0.3210 1.1282
H 1.6940 2.9466 0.2779
H -0.6310 3.5663 0.4383
H -4.5901 1.2240 0.8863
H -3.9321 -1.1370 0.9389
O 0.8782 -0.9750 -3.8696
H 0.5154 -0.1054 -3.6507
H 1.3419 -1.2061 -3.0548
O 1.7642 -2.3085 4.0323
H 1.7789 -2.0841 3.0923
H 0.8757 -2.0649 4.3110
O 2.3524 4.3996 2.0674
H 2.3064 4.4054 3.0283
H 2.0316 5.2693 1.8035
O -4.2589 -3.8008 1.7346
H -3.5585 -3.3692 1.2335
H -3.7740 -4.4222 2.2885
O -1.4940 1.0474 -2.9499
H -1.5067 0.9976 -1.9882
H -2.1302 0.3875 -3.2441
O 0.4690 -5.0468 -0.9926
H 0.6000 -4.5422 -0.1837
H 0.4826 -4.3819 -1.6926
O 4.3312 -0.9655 3.7381
H 5.0421 -1.6134 3.7099
H 3.5221 -1.4929 3.8056
O 1.0826 2.9341 -3.8109
H 1.8892 2.4205 -3.9261
H 0.3880 2.2653 -3.7553
O -4.8446 4.2614 0.5190
H -5.0452 4.7073 -0.3123
H -4.2049 3.5776 0.2844
O -7.2493 4.8113 -1.2696
H -7.5877 4.3321 -0.5064
H -7.9249 5.4664 -1.4684
O -5.5389 -6.5293 0.7043
H -5.2802 -5.6204 0.8987
H -6.3447 -6.6647 1.2106
O -0.5543 5.7694 0.9882
H -1.1375 6.0925 1.6830
H -0.7224 6.3553 0.2426
O 5.2427 -1.5670 -3.8593
H 4.5798 -1.2673 -3.2284
H 5.0974 -1.0179 -4.6356
O -1.6534 -5.1134 1.3950
H -1.5976 -6.0147 1.7273
H -1.3638 -5.1811 0.4756
O 2.4233 -4.7854 -3.1312
H 2.7471 -4.9115 -4.0282
H 2.2475 -5.6724 -2.8001
```

Properties
E_HOMO ... -9.523 eV
Spin multiplicity ... 1

=====

# 7
Molecular formula: C11H39N11O9Pd
Method: DFT, the ωB97M-V functional and the def2-TZVPD basis

Geometry as XYZ:
```
71
Properties=species:S:1:pos:R:3
N 1.6144 -0.4050 3.1292
H 2.4714 0.0651 2.8456
H 1.0375 0.2405 3.6733
H 1.8400 -1.2478 3.6565
H 1.1341 -0.6026 2.2337
N 4.2926 -2.2691 0.9056
H 4.8566 -1.4700 1.1907
H 4.6119 -2.6365 0.0039
H 3.2726 -2.0694 0.9105
H 4.5108 -3.0269 1.5615
Pd -1.7078 0.2226 -0.8495
C 0.5282 -1.0952 0.0073
O 1.6039 -1.5954 0.4676
O 0.0470 -1.3806 -1.1213
O -0.0963 -0.1701 0.6264
C -3.2188 -0.4770 2.4064
O -2.8529 0.4113 1.3492
C -3.4306 1.6903 1.5333
C -3.2725 2.5027 0.2551
N -1.8648 2.4954 -0.1766
C -1.7369 3.4841 -1.2664
C -1.8132 4.9822 -0.8018
O -0.7727 5.8036 -1.2173
C 0.4916 5.4108 -0.7797
H -2.3150 -0.8809 2.8617
H -3.9082 -1.2379 2.0408
H -3.7614 0.0445 3.1962
H -3.2535 2.1873 2.4893
H -4.5241 1.5778 1.5825
H -3.6882 3.4969 0.4299
H -3.8153 2.0344 -0.5698
H -1.2503 2.7899 0.5867
H -2.5020 3.3074 -2.0191
H -0.7201 3.2930 -1.6123
H -1.8789 5.0383 0.3003
H -2.8112 5.3845 -0.9843
H 0.5996 5.5825 0.3000
H 1.2136 6.0280 -1.3126
H 0.7973 4.3691 -0.9392
C 0.1959 -4.8605 1.2256
O -0.1601 -6.0269 1.3161
N -0.0215 -3.9509 2.2152
N 0.6610 -4.3668 0.0494
H 0.2270 -2.9851 2.2595
H -0.3319 -4.4068 3.0609
H 0.8571 -4.9720 -0.7226
H 0.7569 -3.3609 -0.0247
C 2.5832 -1.4719 -3.7416
O 3.3840 -1.2632 -4.6443
N 1.9761 -0.4267 -3.1011
N 2.1576 -2.6679 -3.2788
H 1.4776 -0.6247 -2.2483
H 2.1489 0.5119 -3.4087
H 1.7481 -2.7594 -2.3687
H 2.5221 -3.4756 -3.7597
C 1.2502 3.1585 1.9810
O 0.0165 3.2475 2.0709
N 1.9039 2.3308 1.1205
N 2.0429 4.0438 2.6023
H 1.4064 1.5948 0.6374
H 2.9050 2.3281 1.1997
H 1.5161 4.6546 3.2139
H 3.0335 4.2034 2.6136
C -1.8604 -4.3424 -3.2208
O -2.0708 -5.5187 -3.3960
N -2.7976 -3.3308 -3.3556
N -0.6213 -3.7698 -3.1032
H -3.7470 -3.6660 -3.4165
H -2.5985 -2.4332 -2.9510
H -0.4246 -2.8534 -2.7538
H 0.1355 -4.4179 -2.9642
```

Properties
E_HOMO (alpha / beta) ... -13.463 / -13.462 eV
Total charge ... +2
Spin multiplicity ... 3

=====

| no. | maximum force (eV/Å) | calculated total energy (eV) |
| --- | --- | --- |
| 1 | 4.21 | -42702.129 |
| 2 | 3.78 | -68767.059 |
| 3 | 3.58 | -61937.216 |
| 4 | 6.74 | -68721.714 |
| 5 | 9.57 | -34500.169 |
| 6 | 1.31 | -83301.168 |
| 7 | 2.79 | -50323.206 |